Record 1
Molecular formula: C41H76ClF3N3O8
Method: DFT, ωB97M-V/def2-TZVPD

Structure (ORCA input):
```
! wB97M-V def2-TZVPD RIJCOSX def2/J DEFGRID3
* xyz 1 1
C -3.862 -4.869 7.382
C -4.169 -3.262 7.653
C -2.795 -2.631 8.291
C -1.690 -2.549 7.066
C -2.092 -1.426 5.913
C -0.701 -1.029 5.141
C -0.599 -1.647 3.592
C 0.864 -1.179 3.020
C 1.193 -1.646 1.484
C 0.660 -0.966 0.101
C -0.378 0.328 0.345
C 0.454 1.751 0.263
O -0.564 2.835 0.418
C -0.469 3.648 -0.806
C -1.199 3.003 -2.125
F -1.717 4.173 -2.928
F -2.379 2.148 -1.828
F -0.227 2.275 -3.005
N 0.911 -1.264 -1.321
N 1.709 -2.327 -1.606
O 1.952 -2.591 -2.931
C 0.711 -2.963 -3.627
C 0.099 -4.431 -3.221
C 0.530 -5.482 -4.448
C -1.557 -4.296 -3.346
C -2.364 -5.649 -2.890
C -3.995 -5.400 -3.166
C -2.143 -5.791 -1.250
C 2.303 -3.127 -0.500
C 3.303 -4.378 -0.987
C 4.863 -3.926 -0.771
C 5.829 -4.098 -2.084
N 7.028 -3.156 -1.850
C 2.176 -2.955 1.117
C 2.915 -3.873 2.270
C 1.898 -4.932 2.998
C 1.712 -4.589 4.591
Cl 0.323 -4.995 2.020
H -2.788 -5.133 7.812
H -3.819 -5.046 6.225
H -4.660 -5.560 7.935
H -5.116 -3.136 8.359
H -4.421 -2.805 6.590
H -2.921 -1.559 8.753
H -2.293 -3.313 9.128
H -1.543 -3.572 6.495
H -0.645 -2.323 7.585
H -2.923 -1.807 5.182
H -2.473 -0.467 6.502
H 0.210 -1.522 5.733
H -0.493 0.144 5.115
H -0.649 -2.818 3.566
H -1.508 -1.169 3.012
H 1.049 -0.014 3.075
H 1.697 -1.665 3.722
H -0.923 0.209 1.386
H -1.216 0.313 -0.473
H 0.972 1.786 -0.787
H 1.230 1.757 1.162
H 0.673 3.940 -0.993
H -1.036 4.672 -0.571
H -0.154 -2.178 -3.556
H 0.990 -3.033 -4.786
H 0.453 -4.845 -2.182
H -0.139 -6.461 -4.450
H 1.662 -5.790 -4.407
H 0.343 -4.984 -5.516
H -1.979 -3.356 -2.752
H -1.838 -4.112 -4.491
H -2.089 -6.616 -3.489
H -4.137 -4.499 -3.925
H -4.532 -6.354 -3.580
H -4.500 -5.042 -2.154
H -3.071 -6.272 -0.715
H -1.146 -6.438 -1.129
H -1.889 -4.700 -0.866
H 3.040 -4.789 -2.048
H 3.084 -5.249 -0.202
H 4.840 -2.774 -0.461
H 5.384 -4.470 0.154
H 6.298 -5.193 -2.014
H 5.293 -3.886 -3.103
H 6.582 -2.193 -1.825
H 7.285 -3.323 -0.832
H 3.348 -3.164 3.101
H 3.858 -4.459 1.832
H 2.408 -6.005 2.924
H 1.648 -5.639 5.152
H 2.649 -4.006 5.048
H 0.729 -4.000 4.840
O 3.216 2.745 1.321
C 3.690 3.872 1.183
O 3.092 4.772 0.372
C 3.462 6.160 0.280
C 4.620 6.349 -0.679
C 4.986 4.235 1.845
H 3.659 6.580 1.271
H 2.585 6.689 -0.109
H 5.516 5.822 -0.340
H 4.863 7.410 -0.786
H 4.370 5.943 -1.665
H 5.816 3.860 1.239
H 5.016 3.763 2.832
H 5.111 5.303 2.015
O -6.991 3.424 -7.496
C -6.007 3.104 -6.830
O -6.134 2.811 -5.517
C -5.087 2.259 -4.699
C -4.179 3.353 -4.171
C -4.638 3.120 -7.444
H -4.541 1.477 -5.236
H -5.581 1.766 -3.855
H -3.677 3.886 -4.982
H -3.417 2.934 -3.508
H -4.761 4.097 -3.617
H -4.255 4.144 -7.439
H -4.718 2.769 -8.477
H -3.926 2.460 -6.953
O 2.534 8.344 -1.613
C 1.424 8.747 -1.265
O 0.315 8.032 -1.552
C -0.999 8.323 -1.040
C -1.689 9.375 -1.886
C 1.279 10.081 -0.594
H -0.956 8.592 0.019
H -1.567 7.388 -1.098
H -1.145 10.323 -1.873
H -2.705 9.554 -1.525
H -1.737 9.053 -2.932
H 1.277 10.867 -1.353
H 2.132 10.226 0.076
H 0.388 10.168 0.026
*
```

## Properties
HOMO level: -11.166 eV
HOMO-LUMO gap: 0.2571 Eh


Record 2
Molecular formula: C41H77BBr2F9NO19S
Method: DFT, ωB97M-V/def2-TZVPD

Structure (ORCA input):
```
! wB97M-V def2-TZVPD RIJCOSX def2/J DEFGRID3
* xyz 0 1
C 1.223 0.382 3.539
C 1.062 0.643 1.922
O 2.062 -0.103 1.101
C 1.592 0.149 -0.296
C 2.148 1.356 -1.258
C 3.320 2.343 -0.599
C 2.702 3.619 0.223
C 3.367 3.842 1.717
F 3.540 2.549 2.463
Br 5.265 4.546 1.471
C 2.452 4.813 2.679
F 0.984 4.698 2.436
F 2.664 4.336 4.095
Br 3.106 6.702 2.532
C 1.577 1.535 -2.811
F 2.165 2.686 -3.581
C 0.435 0.511 -3.477
S -0.117 0.761 -5.250
O 1.150 1.296 -6.025
O -0.541 -0.533 -5.993
C -1.377 2.156 -5.326
F -1.268 2.990 -6.564
F -1.037 3.080 -4.182
C -2.930 1.692 -5.086
F -3.351 0.502 -5.863
F -3.298 1.547 -3.634
F -3.785 2.832 -5.590
C -0.102 -0.687 -2.478
C 0.468 -0.887 -0.918
C -0.141 -2.184 -0.054
O -0.369 -2.165 1.265
C -0.487 -3.521 -0.999
B -0.181 -4.981 -0.308
O 0.522 -6.012 -1.146
O -0.491 -5.369 1.082
C -1.008 -3.339 -2.413
N -1.287 -4.554 -3.312
C -0.119 -4.781 -4.052
O 1.165 -4.920 -4.475
C -1.261 -1.784 -2.976
O -2.326 -1.469 -3.718
H 2.335 0.079 3.805
H 0.422 -0.401 3.893
H 0.948 1.409 4.067
H 1.173 1.822 1.771
H -0.056 0.403 1.607
H 3.994 1.638 0.089
H 4.050 2.698 -1.475
H 2.917 4.582 -0.448
H 1.530 3.482 0.237
H 1.489 -5.939 -0.833
H 0.326 -5.901 1.377
C -6.999 4.840 -6.881
C -7.111 5.427 -5.490
O -7.201 4.386 -4.529
H -7.866 4.210 -7.104
H -6.933 5.630 -7.634
H -6.113 4.201 -6.962
H -8.008 6.047 -5.407
H -6.240 6.048 -5.254
H -6.395 3.847 -4.605
C -11.291 6.589 -6.985
C -12.023 5.560 -6.149
O -11.405 4.289 -6.293
H -11.294 6.299 -8.040
H -11.758 7.574 -6.888
H -10.243 6.664 -6.677
H -13.064 5.473 -6.473
H -12.014 5.836 -5.090
H -10.484 4.376 -5.994
C 2.383 2.132 8.259
C 2.556 1.019 7.247
O 3.014 1.553 6.013
H 1.668 2.877 7.894
H 2.026 1.738 9.215
H 3.331 2.655 8.425
H 1.602 0.514 7.067
H 3.279 0.277 7.598
H 3.865 1.992 6.182
C 7.421 0.972 9.163
C 5.971 1.343 9.398
O 5.332 1.614 8.160
H 7.947 1.783 8.649
H 7.929 0.764 10.108
H 7.495 0.087 8.521
H 5.902 2.240 10.021
H 5.435 0.532 9.900
H 5.392 0.809 7.617
C 5.084 -5.858 -4.731
C 4.677 -4.549 -4.087
O 5.184 -4.482 -2.762
H 4.704 -6.706 -4.151
H 4.697 -5.927 -5.752
H 6.174 -5.954 -4.759
H 3.588 -4.467 -4.041
H 5.064 -3.696 -4.654
H 6.153 -4.548 -2.815
C -4.207 1.938 0.607
C -2.944 1.366 1.217
O -1.815 2.109 0.783
H -4.151 1.914 -0.487
H -5.086 1.373 0.928
H -4.336 2.986 0.896
H -2.807 0.325 0.908
H -2.987 1.398 2.310
H -1.942 3.030 1.069
C -0.165 -0.703 11.321
C -0.548 0.738 11.055
O -0.118 1.123 9.758
H 0.919 -0.834 11.241
H -0.485 -1.014 12.320
H -0.621 -1.368 10.581
H -0.073 1.401 11.783
H -1.632 0.874 11.121
H -0.553 0.533 9.118
C 1.035 -9.173 3.813
C 0.652 -7.733 3.547
O 1.082 -7.348 2.250
H 2.119 -9.304 3.733
H 0.715 -9.484 4.812
H 0.579 -9.839 3.073
H 1.127 -7.069 4.276
H -0.432 -7.596 3.613
H 0.647 -7.937 1.610
C -6.316 -1.476 -7.792
C -6.723 -0.166 -7.148
O -6.216 -0.100 -5.823
H -6.696 -2.323 -7.212
H -6.703 -1.544 -8.812
H -5.226 -1.571 -7.820
H -7.812 -0.084 -7.101
H -6.336 0.687 -7.714
H -5.247 -0.165 -5.875
C -0.907 -8.993 -4.385
C 0.356 -9.565 -3.775
O 1.485 -8.821 -4.209
H -0.851 -9.017 -5.478
H -1.786 -9.557 -4.063
H -1.036 -7.944 -4.096
H 0.493 -10.606 -4.083
H 0.313 -9.532 -2.682
H 1.358 -7.901 -3.922
C 10.381 6.162 1.790
C 8.895 6.083 2.072
O 8.365 4.876 1.545
H 10.571 6.119 0.712
H 10.805 7.090 2.186
H 10.907 5.314 2.240
H 8.371 6.920 1.601
H 8.698 6.113 3.148
H 8.831 4.139 1.975
*
```

## Properties
HOMO level: -9.789 eV
HOMO-LUMO gap: 0.2692 Eh


Record 3
Molecular formula: C41H77NO12
Method: DFT, ωB97M-V/def2-TZVPD

Structure (ORCA input):
```
! wB97M-V def2-TZVPD RIJCOSX def2/J DEFGRID3
* xyz 1 2
N 3.474 -2.771 2.879
C 2.872 -1.930 2.013
C 3.614 -1.184 1.055
C 4.990 -1.356 1.024
C 5.670 -2.120 1.957
C 4.845 -2.844 2.851
H 1.802 -1.821 2.111
H 3.185 -0.446 0.394
H 5.609 -0.845 0.301
H 6.743 -2.230 2.010
H 5.281 -3.405 3.665
C 3.507 2.939 1.287
C 3.314 2.169 2.597
O 2.239 1.725 3.015
C 4.551 1.974 3.463
H 4.220 2.400 0.664
H 3.777 3.971 1.509
H 2.540 2.881 0.787
H 5.334 2.720 3.327
H 5.017 0.988 3.436
H 4.198 2.099 4.487
C -3.667 -1.309 2.290
C -4.293 -2.273 3.287
O -5.105 -3.119 2.893
C -3.888 -2.280 4.706
H -4.209 -0.365 2.354
H -3.900 -1.736 1.315
H -2.600 -1.212 2.492
H -4.684 -1.793 5.269
H -2.974 -1.692 4.782
H -3.829 -3.283 5.130
C -3.223 5.548 0.434
C -2.387 4.849 -0.638
O -1.665 3.893 -0.380
C -2.506 5.480 -2.028
H -2.720 6.482 0.686
H -3.282 4.924 1.326
H -4.213 5.788 0.047
H -2.406 6.565 -1.984
H -3.405 5.214 -2.583
H -1.722 5.175 -2.722
C -2.274 3.887 5.169
C -2.236 2.851 4.046
O -2.921 1.875 4.093
C -1.447 3.161 2.805
H -2.412 4.954 4.997
H -1.395 3.754 5.799
H -3.104 3.711 5.853
H -1.868 2.653 1.938
H -0.451 2.752 2.979
H -1.380 4.244 2.701
C 2.165 -0.566 -2.679
C 3.413 -0.371 -3.445
O 4.503 -0.175 -2.821
C 3.352 -0.402 -4.974
H 1.561 -1.282 -3.236
H 1.576 0.338 -2.524
H 2.374 -1.047 -1.723
H 2.704 0.375 -5.377
H 2.932 -1.371 -5.244
H 4.315 -0.390 -5.485
C 2.516 -4.448 -3.520
C 2.237 -4.051 -2.080
O 1.080 -4.048 -1.701
C 3.390 -3.698 -1.198
H 2.646 -3.449 -3.936
H 1.633 -4.954 -3.910
H 3.432 -5.006 -3.715
H 2.985 -3.718 -0.186
H 3.966 -2.785 -1.345
H 4.072 -4.547 -1.162
C 1.528 3.933 -1.682
C 1.793 3.827 -3.165
O 1.859 2.747 -3.726
C 2.256 5.023 -3.906
H 0.967 4.855 -1.530
H 2.430 3.991 -1.073
H 0.774 3.217 -1.355
H 2.046 5.094 -4.973
H 3.339 5.093 -3.807
H 1.861 5.980 -3.565
C -1.039 -3.636 -4.083
C -2.435 -2.965 -4.123
O -2.976 -2.617 -3.095
C -3.113 -2.988 -5.473
H -1.038 -4.724 -4.017
H -0.471 -3.188 -3.268
H -0.578 -3.286 -5.006
H -2.539 -2.433 -6.216
H -4.080 -2.486 -5.455
H -3.322 -3.993 -5.840
C 0.366 0.849 6.271
C -0.310 -0.317 5.599
O -1.196 -0.963 6.211
C 0.132 -0.695 4.195
H -0.067 1.064 7.247
H 0.412 1.708 5.601
H 1.404 0.529 6.370
H -0.214 -1.724 4.097
H 1.210 -0.836 4.124
H -0.142 -0.003 3.398
C -2.841 -6.152 2.089
C -2.914 -5.605 0.633
O -3.556 -6.241 -0.246
C -2.318 -4.218 0.320
H -2.279 -7.085 2.059
H -3.869 -6.314 2.414
H -2.459 -5.398 2.777
H -1.724 -4.463 -0.560
H -1.679 -3.924 1.153
H -3.109 -3.495 0.119
C -0.898 -0.884 -1.214
C -0.507 -0.462 0.152
O -0.721 -1.246 1.082
C 0.225 0.833 0.290
H -1.751 -1.545 -1.059
H -0.051 -1.424 -1.640
H -1.297 -0.043 -1.780
H -0.322 1.709 -0.060
H 1.235 0.758 -0.113
H 0.307 1.071 1.351
C -3.780 1.542 -3.198
C -2.742 2.207 -4.013
O -2.923 3.234 -4.657
C -1.367 1.567 -4.091
H -3.512 0.522 -2.921
H -4.750 1.563 -3.693
H -3.804 2.155 -2.298
H -1.335 0.522 -4.401
H -0.913 1.682 -3.107
H -0.673 2.065 -4.768
*
```

## Properties
HOMO level (alpha / beta): -11.333 / -11.331 eV
Expectation value of S²: 0.757
HOMO-LUMO gap (alpha / beta): 0.2620 / 0.1259 Eh